1.
Molecular formula: C8H11N2
Method: DFT, ωB97M-V/def2-TZVPD

```
! RIJCOSX wB97M-V def2-TZVPD def2/J DEFGRID3
* xyz 1 3
C 2.52 -1.15 0.26
C 2.42 1.25 -0.31
C 3.88 -1.01 0.21
C 3.76 1.24 -0.01
C 1.79 -0.06 -0.15
C 0.35 -0.02 -0.22
C -3.77 0.42 -0.30
C -3.51 -0.69 0.64
N 4.48 0.17 0.10
N -0.77 0.06 -0.37
H 2.05 -2.17 0.37
H 1.85 2.13 -0.66
H 4.65 -1.82 0.26
H 4.23 2.20 -0.19
H -3.01 0.31 -1.16
H -4.78 0.34 -0.85
H -4.32 -0.72 1.46
H -2.54 -0.49 1.05
H -3.62 -1.75 0.10
H -3.84 1.40 0.18
H -1.81 0.36 -0.38
*
```

* HOMO energy (spin up / spin down): -10.721 / -14.339 eV
* ΔE to the lowest compared entry with this formula, charge and spin: 0.000 eV
* lowest unoccupied orbital energy (spin up / spin down): -3.254 / -7.583 eV
* calculated total energy: -420.4788 a.u.
* expectation value of S²: 2.019

Atom charges from the Mulliken analysis, given in e for atoms 1 to 8:
1 C -0.52
2 C -0.41
3 C -0.22
4 C -0.36
5 C 0.49
6 C 0.14
7 C -0.96
8 C -0.91


2.
Molecular formula: C41H42IN3O6Sb2Sn
Method: DFT, ωB97M-V/def2-TZVPD

```
! RIJCOSX wB97M-V def2-TZVPD def2/J DEFGRID3
* xyz 0 1
Sn 0.31 2.00 -0.35
O -4.07 1.12 -1.01
C -2.95 1.40 -0.61
O -1.83 0.95 -1.03
C -2.81 2.45 0.49
C -3.91 3.03 1.11
C -3.69 3.99 2.08
C -2.39 4.38 2.39
C -1.35 3.77 1.70
N -1.57 2.82 0.80
C 0.10 4.20 1.83
O 0.42 5.00 2.69
O 0.87 3.68 0.93
H -4.90 2.71 0.81
H -4.52 4.46 2.59
H -2.15 5.14 3.11
C 3.05 -2.13 0.67
C 1.93 -3.04 1.21
C 0.96 -2.29 2.14
Sb -0.45 -1.11 1.02
C -1.58 -0.38 2.69
C -0.95 0.03 3.87
C -1.67 0.61 4.90
C -3.04 0.80 4.76
C -3.68 0.40 3.60
C -2.95 -0.18 2.57
C -1.77 -2.67 0.45
C -2.82 -2.33 -0.41
C -3.73 -3.30 -0.82
C -3.59 -4.61 -0.39
C -2.54 -4.96 0.45
C -1.63 -3.99 0.87
Sb 3.46 -1.95 -1.43
C 3.27 -4.04 -1.85
C 2.73 -4.49 -3.05
C 2.65 -5.85 -3.33
C 3.12 -6.78 -2.41
C 3.66 -6.34 -1.21
C 3.74 -4.98 -0.94
C 1.59 -1.39 -2.30
C 1.54 -0.17 -2.97
C 0.40 0.24 -3.65
C -0.72 -0.58 -3.66
C -0.69 -1.80 -3.00
C 0.45 -2.21 -2.33
H 4.01 -2.46 1.06
H 2.93 -1.10 1.02
H 2.38 -3.86 1.77
H 1.38 -3.52 0.40
H 1.52 -1.60 2.78
H 0.41 -2.96 2.80
H 0.12 -0.11 4.00
H -1.17 0.92 5.80
H -3.61 1.26 5.56
H -4.75 0.54 3.49
H -3.47 -0.49 1.67
H -2.92 -1.32 -0.78
H -4.54 -3.02 -1.48
H -4.29 -5.37 -0.71
H -2.42 -5.98 0.78
H -0.82 -4.28 1.52
H 2.35 -3.78 -3.78
H 2.22 -6.18 -4.27
H 3.05 -7.83 -2.63
H 4.03 -7.06 -0.49
H 4.17 -4.67 0.01
H 2.41 0.49 -2.96
H 0.39 1.19 -4.17
H -1.61 -0.28 -4.19
H -1.57 -2.44 -3.00
H 0.46 -3.17 -1.84
C 2.69 1.72 2.41
O 2.81 1.30 1.06
C 3.95 1.83 0.40
C 3.74 3.23 -0.14
O 2.85 3.16 -1.24
C 2.66 4.43 -1.83
H 3.56 1.39 2.98
H 1.79 1.26 2.81
H 2.58 2.81 2.48
H 4.17 1.16 -0.43
H 4.81 1.83 1.08
H 4.70 3.64 -0.47
H 3.32 3.89 0.63
H 3.61 4.82 -2.21
H 2.25 5.14 -1.10
H 1.95 4.31 -2.65
I -3.53 6.90 -1.62
C -2.42 5.20 -1.97
C -2.83 4.06 -2.62
N -1.79 3.21 -2.59
N -0.74 3.72 -1.93
C -1.11 4.94 -1.55
H -3.77 3.78 -3.07
H -1.80 2.22 -2.78
H -0.44 5.57 -1.00
*
```

* HOMO energy: -7.630 eV
* ΔE to the lowest compared entry with this formula, charge and spin: 0.135 eV
* lowest unoccupied orbital energy: -0.095 eV
* calculated total energy: -3195.7546 a.u.

Atom charges from the Mulliken analysis, given in e for atoms 1 to 8:
1 Sn 1.20
2 O -0.80
3 C -0.35
4 O 0.40
5 C 1.02
6 C -1.13
7 C -0.99
8 C -0.54


3.
Molecular formula: C26H28Br3N2ORhSi2
Method: DFT, ωB97M-V/def2-TZVPD

```
! RIJCOSX wB97M-V def2-TZVPD def2/J DEFGRID3
* xyz 0 1
Rh 0.10 0.14 -0.10
C 2.70 1.63 1.48
C 2.65 0.19 1.89
C 3.85 -0.52 2.13
C 3.80 -1.80 2.56
C 2.55 -2.41 2.81
C 2.38 -3.72 3.31
Br 3.89 -4.82 3.65
C 1.14 -4.23 3.55
C 0.00 -3.45 3.31
Br -1.69 -4.18 3.66
C 0.09 -2.17 2.82
O -1.01 -1.43 2.66
C 1.40 -1.63 2.55
N 1.48 -0.37 2.06
H 2.93 2.25 2.35
H 1.74 1.96 1.10
H 3.48 1.81 0.73
H 4.81 -0.04 1.95
H 4.71 -2.37 2.73
H 1.03 -5.24 3.94
C -1.71 1.23 2.43
Si -1.44 -0.34 1.43
C -0.31 -1.86 -0.34
C -3.14 -0.71 0.73
C -4.19 -1.40 1.35
C -5.43 -1.47 0.74
C -5.63 -0.86 -0.49
C -4.59 -0.20 -1.12
C -3.33 -0.13 -0.53
Si -1.79 0.63 -1.33
C -1.68 -0.06 -3.10
C -2.19 2.48 -1.45
H -2.39 1.05 3.27
H -2.18 2.00 1.82
H -0.77 1.58 2.86
H -1.18 -2.35 0.08
H 0.60 -2.32 0.06
H -0.29 -2.02 -1.42
H -4.03 -1.86 2.32
H -6.24 -2.01 1.22
H -6.60 -0.92 -0.97
H -4.76 0.25 -2.10
H -2.25 0.55 -3.80
H -2.07 -1.07 -3.13
H -0.64 -0.09 -3.44
H -2.73 2.68 -2.38
H -1.34 3.17 -1.42
H -2.85 2.75 -0.62
C 1.89 4.29 -3.52
C 2.17 2.88 -3.08
C 3.14 2.09 -3.71
C 3.35 0.80 -3.28
C 2.58 0.32 -2.24
Br 2.87 -1.46 -1.66
N 1.65 1.03 -1.62
C 1.47 2.30 -2.04
H 2.81 4.87 -3.56
H 1.20 4.78 -2.84
H 1.45 4.30 -4.51
H 3.72 2.49 -4.53
H 4.10 0.16 -3.74
H 0.72 2.86 -1.51
*
```

* HOMO energy: -7.750 eV
* ΔE to the lowest compared entry with this formula, charge and spin: 0.000 eV
* lowest unoccupied orbital energy: -0.157 eV
* calculated total energy: -9604.0011 a.u.

Atom charges from the Mulliken analysis, given in e for atoms 1 to 8:
1 Rh 0.06
2 C -1.55
3 C 0.91
4 C -0.94
5 C -0.88
6 C 1.02
7 C 0.01
8 Br -0.23


4.
Molecular formula: C46H130N8O15
Method: DFT, ωB97M-V/def2-TZVPD

```
! RIJCOSX wB97M-V def2-TZVPD def2/J DEFGRID3
* xyz 1 2
C 2.52 -4.54 -3.74
C 3.53 -3.43 -4.03
C 4.89 -4.02 -4.57
O 5.71 -4.60 -3.58
C 6.98 -4.99 -4.05
N 3.01 -2.55 -5.03
H 2.46 -5.18 -4.62
H 1.48 -4.21 -3.66
H 2.78 -5.09 -2.83
H 3.64 -2.90 -3.09
H 5.41 -3.24 -5.14
H 4.65 -4.71 -5.38
H 6.85 -5.80 -4.76
H 7.47 -5.46 -3.20
H 7.53 -4.15 -4.48
H 2.12 -2.23 -4.69
H 3.61 -1.73 -5.07
C -6.89 4.67 5.67
C -7.79 3.54 5.07
C -7.00 2.30 4.66
O -6.05 2.58 3.65
C -5.28 1.38 3.29
N -8.92 3.32 6.00
H -6.33 4.26 6.51
H -7.49 5.50 6.06
H -6.18 5.15 5.00
H -8.30 3.88 4.17
H -7.70 1.50 4.43
H -6.40 1.91 5.48
H -5.88 0.65 2.74
H -4.67 0.92 4.06
H -4.51 1.75 2.61
H -8.41 3.15 6.86
H -9.27 4.25 6.19
C -2.89 8.60 0.41
C -2.42 7.22 -0.11
C -3.46 6.07 0.13
O -3.75 6.15 1.52
C -4.71 5.21 2.03
N -2.33 7.33 -1.56
H -3.86 8.86 -0.01
H -2.16 9.38 0.17
H -3.04 8.53 1.48
H -1.47 6.91 0.31
H -2.92 5.13 -0.01
H -4.30 6.36 -0.50
H -5.68 5.34 1.54
H -4.86 5.31 3.10
H -4.39 4.19 1.80
H -3.23 7.64 -1.91
H -1.74 8.11 -1.82
C 4.03 0.54 1.17
C 3.34 0.34 2.51
C 4.14 -0.64 3.42
O 4.20 -1.96 2.84
C 4.71 -2.93 3.76
N 3.21 1.63 3.13
H 3.42 1.16 0.51
H 4.15 -0.41 0.64
H 5.03 0.96 1.25
H 2.35 -0.08 2.35
H 3.67 -0.74 4.40
H 5.16 -0.27 3.54
H 4.17 -2.99 4.70
H 5.75 -2.65 3.95
H 4.77 -3.93 3.33
H 2.89 1.50 4.08
H 2.44 2.12 2.70
C -2.61 -5.15 -0.20
C -1.40 -4.17 -0.08
C -0.14 -4.75 -0.66
O 0.14 -5.99 -0.03
C 1.35 -6.56 -0.55
N -1.76 -2.92 -0.79
H -2.89 -5.33 -1.23
H -3.49 -4.80 0.33
H -2.29 -6.07 0.29
H -1.19 -4.01 0.97
H 0.66 -4.03 -0.53
H -0.17 -5.01 -1.72
H 1.16 -7.09 -1.48
H 1.69 -7.32 0.16
H 2.20 -5.90 -0.75
H -2.58 -2.51 -0.36
H -1.02 -2.24 -0.73
C 6.61 -7.59 -0.43
C 5.66 -6.76 0.36
C 4.97 -5.54 -0.34
O 3.99 -5.00 0.54
C 3.60 -3.63 0.36
N 4.63 -7.63 0.88
H 6.18 -7.94 -1.37
H 6.94 -8.45 0.14
H 7.50 -7.01 -0.66
H 6.11 -6.27 1.22
H 4.46 -5.79 -1.26
H 5.74 -4.79 -0.56
H 3.33 -3.40 -0.67
H 4.38 -2.89 0.54
H 2.81 -3.42 1.08
H 4.20 -8.07 0.08
H 3.96 -6.98 1.27
C -5.28 0.21 -1.98
C -5.63 -1.23 -1.57
C -5.43 -1.46 -0.08
O -4.09 -1.44 0.32
C -3.90 -1.94 1.62
N -7.00 -1.60 -2.00
H -5.97 0.89 -1.47
H -5.18 0.51 -3.02
H -4.26 0.40 -1.67
H -4.94 -1.94 -2.03
H -5.78 -2.45 0.20
H -5.98 -0.80 0.58
H -4.53 -1.36 2.30
H -2.88 -1.86 1.99
H -4.29 -2.96 1.58
H -7.27 -2.55 -1.81
H -7.66 -0.95 -1.58
C -2.11 1.54 0.86
C -0.94 0.57 0.84
C -0.27 0.32 -0.49
O 0.71 -0.71 -0.44
C 1.57 -0.80 -1.54
N -0.01 1.03 1.89
H -2.47 1.73 1.87
H -3.01 1.08 0.44
H -1.77 2.46 0.39
H -1.29 -0.41 1.16
H 0.24 1.26 -0.73
H -1.02 0.02 -1.22
H 1.88 0.19 -1.88
H 1.16 -1.32 -2.41
H 2.50 -1.30 -1.29
H 0.18 2.02 1.80
H 0.92 0.66 1.74
C 3.21 0.96 -5.27
C 4.71 1.07 -5.51
O 5.26 -0.18 -5.69
H 2.74 0.24 -5.94
H 2.74 1.94 -5.37
H 2.95 0.60 -4.28
H 5.19 1.53 -4.64
H 4.98 1.73 -6.33
H 6.05 -0.03 -6.21
C 1.73 5.27 1.22
C 0.53 4.36 1.21
O 0.37 3.74 2.44
H 2.66 4.75 1.45
H 1.61 5.95 2.06
H 1.67 5.86 0.30
H 0.83 3.64 0.45
H -0.35 4.88 0.84
H 0.18 4.34 3.18
C -1.79 -0.11 -4.85
C -0.63 -0.73 -5.63
O 0.12 -1.59 -4.79
H -2.19 0.76 -5.37
H -1.55 0.23 -3.85
H -2.66 -0.76 -4.81
H 0.08 0.02 -5.96
H -1.10 -1.33 -6.42
H -0.51 -2.26 -4.54
C -0.16 3.13 -3.62
C -0.35 4.63 -3.26
O -0.72 4.64 -1.92
H 0.67 2.72 -3.04
H 0.14 3.00 -4.66
H -1.00 2.47 -3.39
H -1.13 4.99 -3.93
H 0.55 5.24 -3.32
H -1.25 5.41 -1.74
C 3.75 3.29 -1.67
C 4.02 4.78 -1.39
O 5.25 5.29 -1.91
H 4.60 2.82 -1.18
H 3.80 3.06 -2.74
H 2.85 2.88 -1.21
H 4.10 4.98 -0.32
H 3.19 5.42 -1.70
H 5.44 6.13 -1.47
C 0.50 -3.03 2.76
C -0.54 -2.96 3.82
O -1.63 -3.79 3.43
H 0.67 -4.08 2.50
H 1.43 -2.53 3.00
H 0.28 -2.50 1.84
H -0.88 -1.96 4.09
H -0.10 -3.37 4.74
H -1.42 -4.71 3.27
C -2.35 2.54 5.05
C -1.25 1.51 5.07
O -1.50 0.45 4.17
H -3.07 2.25 5.82
H -2.94 2.51 4.13
H -1.96 3.52 5.32
H -1.18 1.05 6.06
H -0.33 2.01 4.75
H -0.98 0.64 3.39
*
```

* HOMO energy (spin up / spin down): -10.544 / -10.540 eV
* lowest unoccupied orbital energy (spin up / spin down): -2.155 / -8.265 eV
* calculated total energy: -3396.6471 a.u.
* expectation value of S²: 0.755

Atom charges from the Mulliken analysis, given in e for atoms 1 to 8:
1 C -1.23
2 C 1.48
3 C -1.01
4 O -0.17
5 C -0.77
6 N -0.62
7 H 0.52
8 H 0.33


5.
Molecular formula: C5H8O2
Method: DFT, ωB97M-V/def2-TZVPD

```
! RIJCOSX wB97M-V def2-TZVPD def2/J DEFGRID3
* xyz 0 1
C 0.32 -1.50 0.19
C 0.39 -0.08 -0.33
C 1.90 0.55 -0.02
O 2.79 0.57 -0.86
C -0.54 0.88 0.31
C -2.05 0.62 -0.33
O -2.75 1.52 -0.75
H -0.48 -2.05 -0.31
H 1.26 -2.03 0.01
H 0.12 -1.52 1.27
H 0.30 -0.07 -1.42
H 2.12 0.84 1.03
H -0.31 1.93 0.08
H -0.63 0.75 1.39
H -2.44 -0.41 -0.25
*
```

* HOMO energy: -9.498 eV
* ΔE to the lowest compared entry with this formula, charge and spin: 1.563 eV
* lowest unoccupied orbital energy: 0.691 eV
* SMILES: C[C@H](C=O)CC=O
* calculated total energy: -345.7475 a.u.

Atom charges from the Mulliken analysis, given in e for atoms 1 to 8:
1 C -1.32
2 C 0.54
3 C -0.20
4 O -0.46
5 C -0.78
6 C 0.01
7 O -0.46
8 H 0.33


6.
Molecular formula: C5H33NO10S
Method: DFT, ωB97M-V/def2-TZVPD

```
! RIJCOSX wB97M-V def2-TZVPD def2/J DEFGRID3
* xyz 1 2
C -1.25 -1.06 -0.91
C -0.95 0.25 -1.66
C 0.30 0.18 -2.53
S 0.21 -0.99 -3.94
C -0.15 -1.44 0.09
N -0.18 -0.56 1.28
C 0.98 -0.82 2.15
H -2.21 -0.93 -0.39
H -1.45 -1.90 -1.63
H -1.78 0.53 -2.31
H -0.84 1.06 -0.92
H 1.19 -0.11 -1.94
H 0.53 1.23 -2.94
H -0.98 -0.67 -4.40
H 0.84 -1.50 -0.44
H -0.30 -2.51 0.47
H -0.22 0.40 0.98
H 1.93 -0.79 1.62
H 0.93 -0.05 2.92
H 0.91 -1.82 2.62
H 0.18 -3.19 -1.82
H 1.13 -4.11 -2.66
O 0.90 -3.85 -1.78
H -2.58 0.68 2.67
H -1.84 1.65 1.74
O -2.65 1.59 2.24
H 2.98 2.66 0.07
H 2.66 1.24 -0.48
O 2.28 2.17 -0.36
H -0.07 2.68 2.53
H -1.11 2.37 3.60
O -0.14 2.67 3.50
H -1.76 -1.13 2.39
H -3.32 -1.09 2.09
O -2.62 -1.03 2.84
H 4.15 -0.14 -1.34
H 3.22 -1.08 -0.46
O 3.56 -0.16 -0.60
H -0.47 3.17 0.24
H 0.78 2.33 0.50
O -0.12 2.48 0.82
H -5.05 0.06 0.86
H -3.63 0.62 1.15
O -4.10 -0.14 0.78
H 0.35 3.69 -2.56
H 1.20 3.08 -1.39
O 0.33 3.54 -1.63
H 3.05 -3.29 0.35
H 2.24 -3.19 -0.96
O 2.95 -2.77 -0.43
*
```

* HOMO energy (spin up / spin down): -12.279 / -12.270 eV
* lowest unoccupied orbital energy (spin up / spin down): -3.957 / -9.366 eV
* calculated total energy: -1415.3209 a.u.
* expectation value of S²: 0.754

Atom charges from the Mulliken analysis, given in e for atoms 1 to 8:
1 C -0.45
2 C -0.05
3 C 0.13
4 S 0.19
5 C 0.19
6 N 0.31
7 C -0.96
8 H -0.07


7.
Molecular formula: C6H17N3
Method: DFT, ωB97M-V/def2-TZVPD

```
! RIJCOSX wB97M-V def2-TZVPD def2/J DEFGRID3
* xyz 0 1
C -1.43 0.93 -0.48
C -2.15 -0.12 -1.32
C -2.38 1.79 0.34
H -0.89 1.60 -1.16
H 0.56 0.44 -0.56
H -2.86 0.33 -2.02
H -2.72 -0.80 -0.67
H -1.45 -0.72 -1.89
H -1.84 2.55 0.90
H -2.96 1.18 1.04
H -3.10 2.32 -0.30
C 1.39 -2.40 0.60
C 1.52 0.12 0.04
C 0.96 -0.99 0.84
N 1.77 1.29 0.85
N 2.68 -0.29 -0.76
N -0.15 -0.66 1.44
H 2.55 1.14 1.48
H 1.95 2.11 0.28
H 3.11 0.53 -1.19
H 2.41 -0.92 -1.50
H -0.83 0.24 0.59
H -0.65 -1.42 1.89
H 2.48 -2.46 0.61
H 1.07 -2.74 -0.39
H 0.97 -3.07 1.34
*
```

* HOMO energy: -7.661 eV
* ΔE to the lowest compared entry with this formula, charge and spin: 2.495 eV
* lowest unoccupied orbital energy: 0.700 eV
* calculated total energy: -402.9825 a.u.

Atom charges from the Mulliken analysis, given in e for atoms 1 to 8:
1 C 0.14
2 C -1.24
3 C -1.49
4 H 0.35
5 H 0.14
6 H 0.42
7 H 0.28
8 H 0.27


> calculated total energy of number 7 (C6H17N3)?

-402.9825 a.u.